(1)
Below is a 2-piece molecular cluster, C2H6OS2 overall at a distorted geometry, with properties calculated with ωB97M-V with the def2-TZVPD basis set.

Structure (XYZ):
```
11
Properties=species:S:1:pos:R:3:mulliken_charge:R:1
C 0.3742 1.5809 0.3445 -0.4769
C -0.5130 1.1629 -0.5448 0.1184
O -0.9571 1.8173 -1.6502 -0.4892
H 0.6096 0.7495 1.0050 0.1351
H 0.5137 2.6164 0.6046 0.2916
H -0.7056 0.0949 -0.5680 0.1515
H -1.6189 2.5047 -1.5542 0.3157
S 0.9790 -2.3968 -0.4000 -0.1908
S 0.1058 -2.1952 1.4845 -0.2225
H 0.0164 -3.2418 -0.7878 0.1817
H 1.1957 -2.6926 2.0664 0.1854
```

For the electronic energy, the calculation gives -25887.64370 eV. As for the gap between HOMO and LUMO: 9.4 eV. Its net charge is 0.

=====

(2)
Below is one molecule with the formula C2H6OSi at a distorted geometry, with properties calculated with ωB97M-V with the def2-TZVPD basis set.

Structure (XYZ):
```
10
Properties=species:S:1:pos:R:3:mulliken_charge:R:1
O 2.0648 0.4527 0.4986 -0.3813
C 1.5620 -0.5604 0.2284 0.0287
C 0.0113 -0.5301 -0.6025 -0.8448
Si -1.1276 0.8479 0.1634 0.3811
H 1.8243 -1.5329 0.5427 0.3515
H -0.3185 -1.4774 -0.2470 0.2964
H -0.0541 -0.4952 -1.6451 0.4201
H -0.3193 1.3439 1.3551 -0.0986
H -2.3919 0.0163 0.5235 -0.0718
H -1.2511 1.9351 -0.8170 -0.0813
```

For the electronic energy, the calculation gives -12094.28743 eV. As for the gap between HOMO and LUMO: 10.5 eV. Its net charge is 0.

=====

(3)
Below is one molecule with the formula C2H6P2 at a distorted geometry, with properties calculated with ωB97M-V with the def2-TZVPD basis set.

Structure (XYZ):
```
10
Properties=species:S:1:pos:R:3:mulliken_charge:R:1
P -1.9583 -0.4353 0.1078 -0.0143
C -0.1386 0.1043 -0.4574 -0.2306
C 0.7902 0.7999 0.4697 -0.6218
P 1.2845 -0.8977 0.0984 -0.0783
H -1.5923 -0.6371 1.4067 0.0154
H -1.8947 -1.6445 -0.6405 0.0494
H -0.3495 0.4460 -1.5664 0.3552
H 1.3603 1.6709 0.0271 0.2522
H 0.2864 1.1500 1.4855 0.2510
H 2.2119 -0.5564 -0.9310 0.0218
```

For the electronic energy, the calculation gives -20746.34425 eV. As for the gap between HOMO and LUMO: 10.1 eV. Its net charge is 0.

=====

(4)
Below is a 2-piece molecular cluster, C2H6S overall, with properties calculated with ωB97M-V with the def2-TZVPD basis set.

Structure (XYZ):
```
9
Properties=species:S:1:pos:R:3:mulliken_charge:R:1
C -1.2620 -1.1840 -0.3466 -0.4045
C -0.5002 -1.0299 0.7246 -0.1537
H -1.8538 -2.0516 -0.6199 0.2434
H -1.1736 -0.4268 -1.1174 0.2139
H -0.6318 -1.6104 1.6266 0.2492
H 0.2647 -0.2706 0.7242 -0.1422
S 1.1540 2.5019 -0.4215 -0.2664
H 1.5957 1.4685 0.3112 0.1117
H 2.4070 2.6028 -0.8812 0.1486
```

For the electronic energy, the calculation gives -13005.22924 eV. As for the gap between HOMO and LUMO: 10.8 eV. Its net charge is 0.

=====

(5)
Below is one molecule with the formula C2H6S at a distorted geometry, with properties calculated with ωB97M-V with the def2-TZVPD basis set.

Structure (XYZ):
```
9
Properties=species:S:1:pos:R:3:mulliken_charge:R:1
C 0.7865 0.5474 -0.0240 -0.9134
C -0.0682 -0.7026 -0.2280 -0.4690
S -1.6699 -0.5484 0.7072 -0.2054
H 0.9216 0.6830 1.0547 0.3032
H 0.1746 1.3994 -0.3125 0.2797
H 1.7988 0.4424 -0.4046 0.3020
H -0.3503 -0.9161 -1.2508 0.3213
H 0.3976 -1.5518 0.2712 0.2888
H -1.9907 0.6467 0.1868 0.0929
```

For the electronic energy, the calculation gives -13006.27647 eV. As for the gap between HOMO and LUMO: 10.2 eV. Its net charge is 0.

=====

(6)
Below is one molecule with the formula C2H6S at a distorted geometry, with properties calculated with ωB97M-V with the def2-TZVPD basis set.

Structure (XYZ):
```
9
Properties=species:S:1:pos:R:3:mulliken_charge:R:1
C 0.1747 -1.2301 0.9660 -0.7062
S 0.6074 -0.4687 -0.5231 -0.0964
C -0.1828 1.2042 -0.9404 -0.8074
H 0.4697 -0.5254 1.7258 0.2582
H -0.8869 -1.3597 1.1428 0.2769
H 0.7921 -2.1279 0.9350 0.2401
H -0.2275 1.1215 -2.0358 0.2495
H -1.1703 1.3667 -0.5501 0.2958
H 0.4236 2.0194 -0.7201 0.2895
```

For the electronic energy, the calculation gives -13005.69847 eV. As for the gap between HOMO and LUMO: 9.4 eV. Its net charge is 0.

=====

(7)
Below is a 2-piece molecular cluster, C2H6Se overall at a distorted geometry, with properties calculated with ωB97M-V with the def2-TZVPD basis set.

Structure (XYZ):
```
9
Properties=species:S:1:pos:R:3:mulliken_charge:R:1
C -2.1683 -0.4096 -0.1016 -0.4373
Se -1.7529 -0.6538 -1.7603 -0.0408
H -1.3605 -0.3647 0.5974 0.2111
H -3.0037 0.3235 -0.0343 0.2592
C 1.7256 0.1757 0.3201 -1.1197
H 1.5300 -0.8590 0.3133 0.2922
H 2.5680 0.6923 0.6379 0.3289
H 1.4873 0.3269 -0.7499 0.2671
H 0.9746 0.7688 0.7774 0.2393
```

For the electronic energy, the calculation gives -67515.09499 eV. As for the gap between HOMO and LUMO: 7.7 eV. Its net charge is 0.

=====

(8)
Below is an isolated ion of composition C2H7BNO5P and charge -2 at a distorted geometry, with properties calculated with ωB97M-V with the def2-TZVPD basis set.

Structure (XYZ):
```
17
Properties=species:S:1:pos:R:3:mulliken_charge:R:1
B -0.6858 0.2434 -0.1017 0.8134
C -1.0869 0.8958 1.3793 -1.0645
C -0.9096 -1.3659 0.0428 0.0230
N -1.5555 0.9713 -1.1487 -0.9980
O 3.0792 1.1558 -0.5772 -0.8298
O 2.3065 -0.2307 1.3873 -0.7527
O 2.2975 -1.4012 -0.8823 -0.5987
O -1.7227 -2.3219 -0.1901 -0.6885
O 0.6638 0.4609 -0.5371 -0.2306
P 2.1093 0.1215 -0.0154 0.6645
H -2.0091 0.5613 1.9321 0.2655
H -1.1329 1.9375 1.2887 0.2048
H -0.1651 0.6495 2.0206 0.2421
H -0.0722 -1.7653 0.6538 0.2302
H -1.0580 0.8930 -2.0146 0.2156
H -2.3070 0.2603 -1.3878 0.2218
H 2.2485 -1.0654 -1.8499 0.2820
```

For the electronic energy, the calculation gives -23884.43742 eV. As for the gap between HOMO and LUMO: 6.7 eV. Its net charge is -2.

=====

(9)
Below is one molecule with the formula C2H7BO at a distorted geometry, with properties calculated with ωB97M-V with the def2-TZVPD basis set.

Structure (XYZ):
```
11
Properties=species:S:1:pos:R:3:mulliken_charge:R:1
B -1.4804 0.4212 1.5716 0.2979
O -1.0736 -0.3752 0.1498 -0.4989
C 0.2636 -0.6390 -0.1739 -0.1523
C 0.8558 0.2712 -1.1918 -0.8335
H -0.4684 0.8901 2.1101 -0.0342
H -2.6930 0.3639 1.7121 -0.0026
H 0.9205 -0.7123 0.7674 0.2717
H 0.3346 -1.7795 -0.6028 0.1865
H 0.5589 1.3955 -1.2265 0.2420
H 1.9064 0.2463 -0.8438 0.2731
H 0.8757 -0.0823 -2.2722 0.2502
```

For the electronic energy, the calculation gives -4909.50462 eV. As for the gap between HOMO and LUMO: 10.3 eV. Its net charge is 0.

=====

(10)
Below is a 2-piece molecular cluster, C2H7BrN overall at a distorted geometry, with properties calculated with ωB97M-V with the def2-TZVPD basis set.

Structure (XYZ):
```
11
Properties=species:S:1:pos:R:3:mulliken_charge:R:1
C -0.3871 1.3620 -0.2993 -1.0665
C 0.3761 0.1238 0.2355 0.0393
N -0.1645 -1.2314 -0.2001 -0.3178
Br 2.2266 0.0448 0.0520 0.0247
H -1.1662 1.7200 0.4516 0.2742
H 0.4342 1.9906 -0.5252 0.3688
H -0.8911 1.1075 -1.1664 0.4123
H 0.3262 -0.4692 2.3828 0.1654
H -0.7332 -1.0797 -0.9905 0.3198
H 0.6544 -1.8559 -0.4907 0.3818
H -0.6753 -1.7125 0.5502 0.3980
```

For the electronic energy, the calculation gives -73708.44121 eV. As for the gap between HOMO and LUMO (spin up / spin down): 9.2 / 8.8 eV. Its net charge is +1.

=====

(11)
Below is a 2-piece molecular cluster, C2H7BrN2S overall at a distorted geometry, with properties calculated with ωB97M-V with the def2-TZVPD basis set.

Structure (XYZ):
```
13
Properties=species:S:1:pos:R:3:mulliken_charge:R:1
H 2.6635 -0.4766 0.1786 0.2113
N 1.6537 -0.3564 0.0143 -0.6440
N 0.9954 0.6050 0.4443 0.1973
S -0.5027 0.8125 -0.1216 0.1167
C -0.6895 2.3644 0.8401 -0.6988
H -0.9584 3.1931 0.1685 0.2857
H 0.3522 2.4119 1.2037 0.2851
H -1.3334 2.2824 1.7599 0.2658
C -0.9193 -2.3876 -1.1077 -0.6991
Br -1.6533 -4.1724 -1.4750 -0.2038
H 0.0846 -2.4158 -0.6787 0.3133
H -1.5472 -1.9496 -0.2618 0.2555
H -0.8173 -1.7331 -1.9969 0.3150
```

For the electronic energy, the calculation gives -86042.90665 eV. As for the gap between HOMO and LUMO: 9.5 eV. Its net charge is 0.

=====

(12)
Below is a 2-piece molecular cluster, C2H7BrOSi overall at a distorted geometry, with properties calculated with ωB97M-V with the def2-TZVPD basis set.

Structure (XYZ):
```
12
Properties=species:S:1:pos:R:3:mulliken_charge:R:1
Si -0.0336 -2.0241 1.6820 0.3775
Br 1.1283 -2.9208 -0.0048 -0.2433
H 1.1568 -1.8722 2.6535 -0.0480
H -1.1402 -3.0714 2.1851 -0.0405
H -0.4093 -0.7473 0.8634 -0.0733
C 0.3567 1.2998 -1.2668 -0.8669
C -0.8985 1.2743 -0.6806 0.0727
O -1.0211 1.5600 0.4884 -0.4542
H 0.6120 0.3514 -1.6321 0.3065
H 1.1378 1.4022 -0.5311 0.3042
H 0.3694 2.0658 -2.0166 0.3165
H -1.8453 0.9014 -1.1502 0.3489
```

For the electronic energy, the calculation gives -82154.16407 eV. As for the gap between HOMO and LUMO: 10.6 eV. Its net charge is 0.

=====

(13)
Below is C2H7BrSi as an isolated structure at a distorted geometry, with properties calculated with ωB97M-V with the def2-TZVPD basis set.

Structure (XYZ):
```
11
Properties=species:S:1:pos:R:3:mulliken_charge:R:1
C -0.0817 1.4982 -0.3772 -0.9492
C 0.2853 -1.7765 -0.4498 -1.1329
Si -0.9042 0.0330 0.5435 0.6384
Br -3.0034 -0.0086 0.0252 -0.2258
H 0.5457 1.2322 -1.2117 0.2993
H -0.9336 2.2780 -0.6433 0.2587
H 0.5962 1.9318 0.2970 0.2902
H 0.3596 -1.2663 -1.4037 0.2594
H 1.2213 -1.8006 -0.0584 0.3720
H -0.0149 -2.7967 -0.4077 0.3490
H -0.8033 0.2556 1.9018 -0.1591
```

For the electronic energy, the calculation gives -80107.30735 eV. As for the gap between HOMO and LUMO: 10.4 eV. Its net charge is 0.

=====

(14)
Below is a 2-piece molecular cluster, C2H7Cl2N2P overall at a distorted geometry, with properties calculated with ωB97M-V with the def2-TZVPD basis set.

Structure (XYZ):
```
14
Properties=species:S:1:pos:R:3:mulliken_charge:R:1
C 1.2785 -1.7954 0.7891 -0.8298
C 0.6875 0.4273 1.1143 -0.2350
N -0.6690 1.0734 -1.5620 -0.4397
N 0.7250 -0.5853 0.3352 -0.0632
P 0.4361 0.0048 -1.7259 0.1284
Cl -0.5709 -1.6625 -2.2406 -0.2371
Cl -3.7174 2.7016 0.0504 -0.2817
H 2.2580 -2.0859 0.2274 0.2383
H 1.6512 -1.7645 1.7764 0.3908
H 0.4745 -2.4711 0.5643 0.3094
H 0.1996 1.3583 0.9019 0.2669
H 0.7573 0.3140 2.1979 0.2463
H -2.9968 2.3627 -1.0012 0.2635
H -0.5136 2.1225 -1.4272 0.2429
```

For the electronic energy, the calculation gives -39500.31878 eV. As for the gap between HOMO and LUMO: 8.4 eV. Its net charge is 0.

=====

(15)
Below is one molecule with the formula C2H7Cl2N2P at a distorted geometry, with properties calculated with ωB97M-V with the def2-TZVPD basis set.

Structure (XYZ):
```
14
Properties=species:S:1:pos:R:3:mulliken_charge:R:1
C -0.5093 1.0903 1.4189 -0.7017
N -0.6272 0.5191 0.0405 -0.2965
N -0.0552 -0.6879 -0.1233 -0.1146
C -0.6330 -1.3890 -1.1985 -0.8058
P 1.8689 -0.4657 -0.5647 0.3415
Cl 2.5726 -0.3351 1.2905 -0.1734
Cl 1.9489 1.5110 -1.0832 -0.2225
H -0.1858 0.2042 2.2059 0.2493
H 0.2477 1.9102 1.4877 0.2696
H -1.5813 1.4269 1.7249 0.2555
H -0.4847 1.1105 -0.7390 0.2852
H 0.1249 -1.9941 -1.7917 0.3027
H -1.4971 -2.0840 -0.7830 0.2455
H -1.1895 -0.8163 -1.8850 0.3653
```

For the electronic energy, the calculation gives -39500.35760 eV. As for the gap between HOMO and LUMO: 8.8 eV. Its net charge is 0.

=====

(16)
Below is C2H7Cl3Si3 as an isolated structure at a distorted geometry, with properties calculated with ωB97M-V with the def2-TZVPD basis set.

Structure (XYZ):
```
15
Properties=species:S:1:pos:R:3:mulliken_charge:R:1
C 0.0794 -0.5944 -1.1548 -0.7450
C -0.0146 0.0988 1.4083 -0.8124
Si -0.3583 1.1356 -0.2567 0.5056
Si 0.7581 -1.3244 0.4141 0.2570
Si 4.1745 -0.1645 -0.1614 0.4844
Cl 5.5806 -1.5848 0.5941 -0.2624
Cl 4.8351 0.4524 -2.0533 -0.2497
Cl 4.4940 1.6041 0.9851 -0.2642
H -0.7894 -1.0781 -1.6840 0.3712
H 0.6680 -0.3040 -2.0487 0.3538
H 0.3509 0.5671 2.3344 0.4370
H -1.0021 -0.2734 1.6592 0.2726
H 0.9137 1.7795 -0.6835 -0.0975
H -1.4832 2.0040 -0.4376 -0.1303
H 0.3024 -2.6209 0.5948 -0.1200
```

For the electronic energy, the calculation gives -63388.37882 eV. As for the gap between HOMO and LUMO (spin up / spin down): 6.9 / 6.1 eV. Its net charge is 0.

=====

(17)
Below is a 2-piece molecular cluster, C2H7ClN3 overall at a distorted geometry, with properties calculated with ωB97M-V with the def2-TZVPD basis set.

Structure (XYZ):
```
13
Properties=species:S:1:pos:R:3:mulliken_charge:R:1
C 0.3025 0.1521 -0.7011 -0.2593
C 1.1898 0.2288 0.5249 0.2019
N 0.2218 -1.1818 -0.5555 -0.0169
N 0.8249 -1.1444 0.7836 -0.3278
N -1.6991 0.7981 -0.0229 -0.6958
Cl 2.8529 0.5662 -0.1361 -0.1163
H 0.2706 0.6138 -1.6003 0.4329
H 0.8690 0.8177 1.3108 0.3327
H -0.4580 -1.7981 -0.9754 0.2767
H 1.6310 -1.6707 1.0821 0.3010
H -2.2388 0.0963 0.5249 0.2943
H -2.4231 0.9697 -0.7110 0.2997
H -1.3436 1.5523 0.4760 0.2768
```

For the electronic energy, the calculation gives -19170.10170 eV. As for the gap between HOMO and LUMO: 9.7 eV. Its net charge is +1.

=====

(18)
Below is a 2-piece molecular cluster, C2H7ClOSi overall at a distorted geometry, with properties calculated with ωB97M-V with the def2-TZVPD basis set.

Structure (XYZ):
```
12
Properties=species:S:1:pos:R:3:mulliken_charge:R:1
C -0.3555 -0.6885 -1.4176 -0.9662
Si -0.0674 0.3319 0.2001 0.6556
C -1.4702 0.8093 1.3821 -1.0416
O 1.3798 0.5770 0.5346 -0.5492
H 0.5004 -1.3806 -1.2833 0.2387
H -1.2652 -1.1149 -1.6153 0.4008
H -0.0958 -0.0836 -2.3702 0.2856
H -2.2445 0.0910 1.3195 0.3510
H -0.9577 0.7552 2.2788 0.2802
H -1.9620 1.7438 1.2746 0.3696
Cl 3.7958 -0.8756 -0.4304 -0.3999
H 2.7423 -0.1649 0.1271 0.3753
```

For the electronic energy, the calculation gives -24635.57612 eV. As for the gap between HOMO and LUMO: 10.3 eV. Its net charge is 0.

=====

(19)
Below is a 2-piece molecular cluster, C2H7FNO overall at a distorted geometry, with properties calculated with ωB97M-V with the def2-TZVPD basis set.

Structure (XYZ):
```
12
Properties=species:S:1:pos:R:3:mulliken_charge:R:1
C 0.5089 1.0940 0.2799 -0.7867
C -1.1026 -0.6903 -0.0635 -0.1000
N -0.3627 0.0316 0.6813 -0.0633
O 0.2120 -2.1377 -1.7404 -0.2544
F -0.1358 -2.0342 -3.1246 -0.0983
H -0.0269 1.5963 -0.4967 0.3605
H 0.5256 1.8804 1.0938 0.3154
H 1.4751 0.7120 0.1305 0.3204
H -1.5011 -0.2980 -0.9676 0.2555
H -1.7515 -1.4675 0.2963 0.3452
H 0.2975 -3.1060 -1.5988 0.3737
H 0.0257 -0.3326 1.5689 0.3321
```

For the electronic energy, the calculation gives -8430.84497 eV. As for the gap between HOMO and LUMO: 10.9 eV. Its net charge is +1.

=====

(20)
Below is C2H7INO as an isolated structure at a distorted geometry, with properties calculated with ωB97M-V with the def2-TZVPD basis set.

Structure (XYZ):
```
12
Properties=species:S:1:pos:R:3:mulliken_charge:R:1
C 0.7320 1.0928 0.8811 -0.5406
C -0.7567 -1.6173 -1.4879 -0.4221
N 0.2050 1.9970 1.6627 -0.2322
O -0.2952 -2.1978 -0.3271 -0.4538
I -0.6073 0.6223 -1.4924 0.1574
H 0.5207 0.0233 1.1759 0.3565
H 1.6409 1.2247 0.3893 0.4823
H -0.0961 -1.7443 -2.2816 0.3480
H 0.3910 2.9775 1.4040 0.3025
H -0.6052 1.7732 2.1614 0.2672
H -1.7783 -1.8392 -1.7586 0.3766
H 0.6492 -2.3121 -0.3269 0.3582
```

For the electronic energy, the calculation gives -13817.52068 eV. As for the gap between HOMO and LUMO: 9.1 eV. Its net charge is +1.

=====

Let's list M in order: 110.2 74.2 92.0 62.1 62.1 62.1 109.0 166.9 57.9 125.0 171.1 155.1 139.1 161.0 161.0 221.7 108.6 110.6 80.1 188.0 g/mol.
Let's list energy above the lowest of the compared OMol25 structures with the same formula, charge and spin in order: 101.6 247.3 72.3 112.3 11.3 67.1 153.7 0.0 288.4 399.9 37.0 94.4 101.5 178.5 174.8 0.0 383.9 270.2 333.0 128.2 kJ/mol.